# 1
Below is a structure of composition C6H18AlBNO3STm, with properties calculated with the ωB97M-V functional and the def2-TZVPD basis.

The geometry in XYZ format:
```
32
Properties=species:S:1:pos:R:3:nbo_charge:R:1
C 4.497 -0.170 0.576 -0.621
C 3.893 0.408 -0.689 -0.375
C 2.660 1.368 -0.415 -0.289
N 1.469 0.739 -0.888 -0.497
Al 0.475 -0.670 0.093 1.642
C -1.373 0.084 0.694 -1.094
S -1.857 1.784 0.550 0.145
C -3.682 1.727 0.848 -0.573
C -4.520 1.394 -0.380 -0.619
O 0.184 -1.872 -1.063 -1.159
B -0.280 -3.149 -0.866 1.267
O 0.586 -4.186 -0.800 -0.885
O -1.648 -3.382 -0.664 -0.934
H 4.813 0.617 1.266 0.211
H 5.379 -0.765 0.334 0.245
H 3.797 -0.822 1.103 0.224
H 3.570 -0.383 -1.371 0.229
H 4.619 1.011 -1.240 0.238
H 2.809 2.342 -0.876 0.219
H 2.588 1.468 0.677 0.237
H 1.030 1.275 -1.635 0.380
H 1.295 -0.973 1.396 -0.391
H -2.072 -0.484 0.073 0.263
H -1.460 -0.234 1.737 0.239
H -3.854 0.992 1.654 0.237
H -4.034 2.735 1.184 0.099
H -4.438 2.186 -1.123 0.244
H -5.566 1.262 -0.100 0.255
H -4.169 0.461 -0.824 0.249
H 0.181 -5.046 -0.674 0.508
H -2.211 -2.923 -1.289 0.490
Tm -2.684 3.207 2.712 1.816
```

Results
E_LUMO (spin up / spin down)	-9.371 / -9.327	eV
Kohn-Sham gap (spin up / spin down)	5.75 / 5.79	eV
charge	+2
E_tot	-61771.542	eV
2S+1	3
HOMO level (spin up / spin down)	-15.12 / -15.11	eV


# 2
Below is a structure of composition C6H18B2BeF8O6 in a non-equilibrium geometry, with properties calculated with the ωB97M-V functional and the def2-TZVPD basis.

The geometry in XYZ format:
```
41
Properties=species:S:1:pos:R:3:nbo_charge:R:1
Be -0.400 0.369 0.152 1.659
B -1.707 2.062 -1.663 1.332
F -2.577 1.549 -0.671 -0.569
F -0.856 1.021 -2.129 -0.566
F -2.369 2.702 -2.659 -0.528
F -0.764 2.873 -0.951 -0.587
B 1.349 -1.573 1.668 1.342
F 1.082 -2.206 2.872 -0.552
F 1.208 -0.181 1.877 -0.582
F 2.589 -1.889 1.124 -0.558
F 0.381 -1.908 0.681 -0.587
C 1.183 3.083 1.179 -0.103
C 0.154 2.740 2.223 -0.108
O -1.061 2.289 1.650 -0.742
O 1.646 1.894 0.557 -0.743
H 2.016 3.636 1.631 0.176
H 0.851 3.818 0.439 0.197
H -0.041 3.628 2.833 0.175
H 0.643 2.010 2.868 0.208
H -1.503 3.044 1.246 0.510
H 2.604 1.914 0.547 0.500
C -2.395 -1.387 1.358 -0.123
C -2.830 -1.433 -0.071 -0.130
O -1.601 -1.624 -0.773 -0.759
O -2.018 -0.038 1.601 -0.761
H -1.603 -2.110 1.556 0.220
H -3.202 -1.728 2.023 0.180
H -3.179 -0.437 -0.354 0.236
H -3.577 -2.097 -0.506 0.199
H -1.361 -2.539 -0.934 0.499
H -1.858 0.049 2.548 0.518
C 1.898 -2.465 -2.341 -0.087
C 1.338 -1.076 -2.536 -0.092
O 1.341 -0.392 -1.298 -0.765
O 3.232 -2.357 -1.952 -0.728
H 1.740 -2.964 -3.313 0.154
H 1.276 -3.066 -1.668 0.170
H 0.479 -1.006 -3.195 0.221
H 2.107 -0.599 -3.166 0.175
H 2.225 -0.448 -0.914 0.512
H 3.560 -3.157 -1.537 0.488
```

Results
E_LUMO	-0.586	eV
Kohn-Sham gap	9.86	eV
E_tot	-42303.078	eV
2S+1	1
HOMO level	-10.45	eV


# 3
Below is a structure of composition C6H18BHgO3P in a non-equilibrium geometry, with properties calculated with the ωB97M-V functional and the def2-TZVPD basis.

The geometry in XYZ format:
```
30
Properties=species:S:1:pos:R:3:nbo_charge:R:1
C 3.694 -2.002 0.248 -0.638
C 2.289 -1.467 0.168 -0.052
O 2.240 -0.419 -0.873 -0.664
B 1.693 0.743 -0.802 0.960
O 2.211 1.752 -1.674 -0.849
P 0.114 1.214 0.362 0.667
O 1.197 2.425 1.358 -1.052
C -1.063 0.127 -0.703 -0.587
C -2.187 -0.436 0.163 -0.237
C -3.019 -1.375 -0.728 -0.595
C -3.054 0.675 0.783 -0.634
H 4.362 -1.308 0.754 0.226
H 4.073 -2.193 -0.754 0.247
H 3.683 -2.942 0.798 0.255
H 1.975 -1.037 1.120 0.175
H 1.596 -2.242 -0.154 0.215
H 1.531 2.408 -1.893 0.432
H -0.644 2.370 0.005 0.043
H -0.091 0.483 1.533 0.073
H 1.100 2.423 2.331 0.548
H -1.466 0.733 -1.519 0.247
H -0.468 -0.684 -1.128 0.249
H -1.731 -1.004 0.980 0.210
H -3.703 -0.792 -1.345 0.226
H -3.629 -2.021 -0.095 0.253
H -2.405 -2.004 -1.371 0.222
H -2.993 0.677 1.871 0.235
H -2.788 1.670 0.416 0.189
H -4.102 0.521 0.535 0.260
Hg 1.585 3.707 -0.384 1.378
```

Results
E_LUMO	-12.412	eV
Kohn-Sham gap	4.80	eV
charge	+2
E_tot	-26776.307	eV
2S+1	1
HOMO level	-17.22	eV


# 4
Below is a structure of composition C6H18BeN2O12 in a non-equilibrium geometry, with properties calculated with the ωB97M-V functional and the def2-TZVPD basis.

The geometry in XYZ format:
```
39
Properties=species:S:1:pos:R:3:nbo_charge:R:1
Be 0.147 0.035 0.321 1.671
N -2.222 2.307 -1.149 0.722
O -3.108 1.484 -1.456 -0.537
O -1.292 1.982 -0.363 -0.618
O -2.258 3.454 -1.609 -0.450
N 3.464 -1.558 1.064 0.714
O 2.296 -1.103 0.994 -0.651
O 4.306 -1.088 1.855 -0.504
O 3.819 -2.508 0.334 -0.510
C -1.429 -2.876 -0.187 -0.093
C -2.396 -1.881 -0.772 -0.082
O -2.319 -0.617 -0.149 -0.782
O -0.084 -2.454 -0.397 -0.719
H -1.591 -3.860 -0.630 0.188
H -1.566 -2.964 0.892 0.170
H -3.422 -2.253 -0.780 0.185
H -2.057 -1.704 -1.801 0.135
H -2.848 0.047 -0.640 0.519
H 0.139 -2.785 -1.273 0.487
C -0.163 0.218 3.220 -0.091
C -0.240 1.628 2.702 -0.108
O 0.806 1.765 1.758 -0.753
O -0.427 -0.627 2.086 -0.818
H -0.935 0.078 3.983 0.191
H 0.766 -0.089 3.702 0.217
H 0.077 2.310 3.494 0.194
H -1.219 1.874 2.288 0.215
H 1.044 2.691 1.668 0.508
H -0.491 -1.527 2.421 0.529
C 0.758 0.976 -2.711 -0.088
C 2.116 1.208 -2.068 -0.091
O 1.749 1.535 -0.718 -0.758
O 0.157 -0.150 -2.070 -0.771
H 0.906 0.746 -3.769 0.180
H 0.195 1.911 -2.713 0.205
H 2.546 2.126 -2.468 0.188
H 2.741 0.320 -2.141 0.202
H 2.487 1.992 -0.301 0.500
H -0.453 -0.645 -2.620 0.504
```

Results
E_LUMO	-0.442	eV
Kohn-Sham gap	7.57	eV
E_tot	-34455.898	eV
2S+1	1
HOMO level	-8.01	eV


# 5
Below is a structure of composition C6H18IN4P in a non-equilibrium geometry, with properties calculated with the ωB97M-V functional and the def2-TZVPD basis.

The geometry in XYZ format:
```
30
Properties=species:S:1:pos:R:3:nbo_charge:R:1
C 0.759 -2.402 -0.794 -0.412
C 0.659 -0.614 -2.484 -0.399
C 1.102 2.033 -0.426 -0.402
C -1.236 2.368 -0.364 -0.408
C -1.128 -0.964 2.375 -0.412
C 1.183 -0.131 1.867 -0.419
N -2.151 -0.565 -0.731 -1.295
N 0.488 -0.977 -1.117 -0.790
N -0.222 1.374 -0.596 -0.802
N -0.125 -0.530 1.375 -0.817
P -0.697 -0.214 -0.187 2.273
I -3.955 -0.662 0.215 0.287
H 0.503 -2.628 0.299 0.222
H 0.289 -3.014 -1.606 0.192
H 1.791 -2.605 -0.853 0.187
H -0.078 0.096 -2.769 0.226
H 1.675 -0.226 -2.548 0.182
H 0.599 -1.531 -3.140 0.185
H 1.974 1.497 -0.556 0.207
H 1.104 2.770 -1.311 0.201
H 1.105 2.524 0.578 0.178
H -2.170 1.894 -0.167 0.221
H -0.921 2.900 0.518 0.174
H -1.341 2.981 -1.331 0.191
H -1.742 -1.723 1.900 0.224
H -0.612 -1.410 3.206 0.193
H -1.582 -0.208 2.940 0.192
H 1.894 -0.031 0.999 0.217
H 1.204 0.937 2.218 0.191
H 1.631 -0.941 2.491 0.212
```

Results
E_LUMO	0.438	eV
Kohn-Sham gap	8.44	eV
E_tot	-29861.992	eV
2S+1	1
HOMO level	-8.00	eV


# 6
Below is a structure of composition C6H18InO8P2 in a non-equilibrium geometry, with properties calculated with the ωB97M-V functional and the def2-TZVPD basis.

The geometry in XYZ format:
```
35
Properties=species:S:1:pos:R:3:nbo_charge:R:1
In 0.158 -0.055 -0.888 0.999
C -1.832 6.279 -0.637 -0.287
O -1.219 5.013 -0.549 -0.615
P -2.186 3.686 -0.418 2.534
O -1.384 2.370 -0.472 -1.086
O -2.936 4.134 0.908 -0.612
C -3.284 3.154 1.828 -0.297
O -3.487 3.817 -1.396 -0.634
C -4.269 2.696 -1.686 -0.275
H -2.908 6.340 -0.473 0.227
H -1.680 6.674 -1.641 0.278
H -1.317 7.022 -0.028 0.270
H -3.461 2.124 1.518 0.226
H -4.176 3.461 2.375 0.273
H -2.542 3.221 2.624 0.280
H -4.196 2.662 -2.773 0.273
H -5.320 2.881 -1.461 0.269
H -3.872 1.749 -1.321 0.209
C 5.028 -4.235 -0.707 -0.266
O 3.979 -3.415 -0.753 -0.565
P 2.607 -3.553 0.230 2.550
O 1.521 -2.563 0.023 -1.096
O 2.106 -5.127 0.003 -0.674
C 1.201 -5.490 -1.088 -0.263
O 3.185 -3.551 1.705 -0.677
C 2.972 -2.474 2.563 -0.272
H 5.369 -4.679 -1.642 0.293
H 4.754 -5.119 -0.131 0.209
H 5.850 -3.692 -0.239 0.282
H 0.629 -4.604 -1.366 0.200
H 0.373 -6.149 -0.828 0.265
H 1.774 -5.929 -1.904 0.249
H 2.231 -1.738 2.249 0.211
H 3.888 -2.027 2.948 0.255
H 2.446 -2.885 3.425 0.268
```

Results
E_LUMO	-17.076	eV
Kohn-Sham gap	1.38	eV
charge	+3
E_tot	-46611.949	eV
2S+1	1
HOMO level	-18.45	eV


# 7
Below is a cluster of 2 separate species, C6H18N2P in total in a non-equilibrium geometry, with properties calculated with the ωB97M-V functional and the def2-TZVPD basis.

The geometry in XYZ format:
```
27
Properties=species:S:1:pos:R:3:nbo_charge:R:1
C -1.688 -0.832 2.659 -0.652
C 1.366 -0.872 -4.073 -0.586
C -0.805 1.791 1.444 -0.407
C 1.054 0.143 1.707 -0.474
C -1.260 -0.579 1.270 -0.222
C 1.627 -0.164 -2.661 -0.708
N 0.014 0.559 -0.410 -0.717
N -0.197 0.472 0.894 -0.101
P 0.642 -0.824 -1.242 0.725
H -0.962 -1.195 3.329 0.230
H -2.006 0.036 3.294 0.233
H -2.486 -1.586 2.510 0.266
H 2.128 -0.560 -4.780 0.235
H 1.422 -1.950 -3.918 0.213
H 0.332 -0.611 -4.384 0.217
H -0.600 1.839 2.560 0.248
H -0.066 2.562 0.983 0.218
H -1.909 1.940 1.060 0.271
H 1.628 -0.659 1.237 0.257
H 1.781 0.966 1.559 0.229
H 0.907 -0.032 2.829 0.250
H -2.132 -0.254 0.638 0.230
H -0.930 -1.517 0.798 0.238
H 1.494 0.858 -2.835 0.228
H 2.697 -0.277 -2.491 0.241
H 0.721 1.832 -0.520 0.378
H -0.618 -1.055 -1.792 -0.039
```

Results
E_LUMO	-3.817	eV
Kohn-Sham gap	8.67	eV
charge	+1
E_tot	-18772.007	eV
2S+1	1
HOMO level	-12.49	eV


# 8
Below is the molecule C6H18N2Si in a non-equilibrium geometry, with properties calculated with the ωB97M-V functional and the def2-TZVPD basis.

The geometry in XYZ format:
```
27
Properties=species:S:1:pos:R:3:nbo_charge:R:1
C 2.756 -1.292 -0.044 -0.612
C 0.900 2.308 -0.248 -0.627
C -2.502 -1.821 0.419 -1.073
C 1.377 -0.857 -0.543 -0.412
C 0.882 1.234 0.799 -0.415
C 0.397 -0.230 0.475 -0.640
N -2.332 1.095 0.745 -1.292
N -1.490 -0.078 -1.794 -1.313
Si -1.481 -0.192 -0.112 1.876
H 3.312 -0.503 0.474 0.203
H 2.696 -2.186 0.729 0.201
H 3.392 -1.757 -0.949 0.214
H -0.099 2.834 -0.211 0.195
H 0.983 1.853 -1.303 0.201
H 1.632 3.180 0.020 0.229
H -3.272 -2.037 -0.202 0.222
H -1.805 -2.718 0.230 0.229
H -2.701 -1.748 1.526 0.226
H 0.859 -1.757 -0.890 0.207
H 1.469 -0.187 -1.395 0.194
H 1.886 1.128 1.162 0.196
H 0.320 1.635 1.677 0.198
H 0.562 -0.767 1.421 0.231
H -1.857 1.949 0.960 0.384
H -2.730 0.616 1.559 0.384
H -0.950 0.688 -2.092 0.386
H -2.204 -0.388 -2.413 0.406
```

Results
E_LUMO	0.837	eV
Kohn-Sham gap	10.11	eV
E_tot	-17372.934	eV
2S+1	1
HOMO level	-9.27	eV
SMILES	CCC(CC)[Si](C)(N)N